Entry 1:
162
Properties=species:S:1:pos:R:3 method="wB97M-V/def2-TZVPD" e_lumo_ha=-0.00091 homo_ev=-9.33 smiles="CCCCCCCC[C@](CCCCS(=O)(=O)O)(ON=O)O[C@@](F)(CCCC(=O)O)[C@H](CCCCl)OCCN.C1CCOC1.C1CCOC1.C1CCOC1.C1CCOC1.C1CCOC1.C1CCOC1" spin_multiplicity=1 total_energy_ha=-4081.47496
C 6.81 -0.18 0.50
C 6.44 -0.71 -0.92
C 6.15 -2.23 -0.96
C 4.92 -2.60 -1.80
C 3.67 -2.85 -0.93
C 3.08 -1.49 -0.50
C 1.54 -1.49 -0.33
C 1.09 -0.02 -0.38
C -0.32 0.26 0.18
C -0.66 1.71 -0.26
C 0.28 2.79 0.31
C 1.39 3.30 -0.63
C 0.92 3.66 -2.07
S 1.78 2.75 -3.36
O 1.84 3.60 -4.48
O 1.17 1.48 -3.63
O 3.27 2.47 -2.83
O -0.42 0.25 1.60
N 0.79 0.06 2.26
O 0.73 0.47 3.36
O -1.23 -0.57 -0.52
C -1.91 -1.55 0.19
F -1.09 -2.39 0.92
C -3.05 -1.03 1.06
C -4.08 -0.19 0.27
C -4.74 0.87 1.20
C -4.71 2.21 0.45
O -5.28 2.34 -0.56
O -4.01 3.24 0.95
C -2.52 -2.49 -0.90
C -2.81 -1.81 -2.26
C -1.69 -2.08 -3.28
C -2.12 -1.46 -4.61
Cl -1.93 0.33 -4.53
O -3.64 -3.20 -0.39
C -3.74 -4.49 -0.95
C -2.90 -5.52 -0.19
N -3.28 -5.58 1.23
H 6.65 -0.96 1.24
H 7.86 0.13 0.50
H 6.23 0.71 0.73
H 5.61 -0.11 -1.30
H 7.29 -0.45 -1.57
H 6.11 -2.67 0.04
H 7.01 -2.69 -1.46
H 5.13 -3.49 -2.41
H 4.69 -1.80 -2.52
H 2.94 -3.46 -1.47
H 3.95 -3.43 -0.04
H 3.31 -0.74 -1.26
H 3.50 -1.11 0.43
H 1.04 -2.12 -1.07
H 1.36 -1.84 0.69
H 1.84 0.66 0.02
H 1.00 0.22 -1.45
H -1.65 1.90 0.18
H -0.81 1.75 -1.34
H 0.76 2.48 1.24
H -0.33 3.66 0.56
H 1.76 4.23 -0.20
H 2.25 2.64 -0.69
H 1.15 4.71 -2.27
H -0.15 3.56 -2.21
H 3.50 1.57 -3.11
H -2.67 -0.34 1.83
H -3.52 -1.83 1.63
H -4.82 -0.81 -0.24
H -3.49 0.38 -0.44
H -4.17 1.02 2.12
H -5.78 0.62 1.40
H -3.77 3.11 1.88
H -1.73 -3.23 -1.09
H -3.69 -2.33 -2.66
H -3.07 -0.76 -2.20
H -0.72 -1.73 -2.93
H -1.67 -3.16 -3.44
H -3.18 -1.66 -4.76
H -1.59 -1.87 -5.47
H -3.49 -4.53 -2.02
H -4.79 -4.79 -0.86
H -3.11 -6.50 -0.62
H -1.83 -5.36 -0.31
H -4.09 -4.98 1.39
H -2.54 -5.14 1.77
C 7.64 -4.32 -6.59
C 7.83 -2.84 -6.26
C 7.01 -2.71 -4.98
O 7.08 -3.97 -4.31
C 7.63 -4.95 -5.21
H 8.42 -4.72 -7.23
H 6.68 -4.47 -7.08
H 8.88 -2.63 -6.05
H 7.49 -2.17 -7.05
H 5.96 -2.50 -5.20
H 7.39 -1.92 -4.32
H 8.65 -5.18 -4.87
H 7.04 -5.86 -5.16
C -1.60 -0.41 7.49
C -0.38 0.44 7.15
C -0.91 1.32 6.03
O -2.31 1.50 6.29
C -2.73 0.59 7.31
H -1.57 -0.84 8.50
H -1.69 -1.22 6.78
H -0.10 1.06 8.01
H 0.50 -0.14 6.86
H -0.80 0.83 5.06
H -0.42 2.29 5.99
H -2.91 1.17 8.22
H -3.67 0.12 7.01
C 6.40 1.20 4.89
C 6.89 2.63 4.98
C 7.22 2.93 3.52
O 6.33 2.15 2.72
C 5.67 1.19 3.56
H 5.76 0.90 5.73
H 7.25 0.52 4.86
H 6.07 3.28 5.31
H 7.73 2.78 5.65
H 8.25 2.63 3.28
H 7.10 3.99 3.27
H 4.63 1.51 3.68
H 5.68 0.21 3.08
C -6.02 4.99 5.78
C -6.11 5.65 4.41
C -4.96 4.97 3.68
O -4.83 3.66 4.23
C -5.61 3.57 5.43
H -6.94 5.04 6.35
H -5.23 5.47 6.37
H -7.06 5.40 3.94
H -6.01 6.73 4.43
H -4.02 5.50 3.84
H -5.14 4.89 2.60
H -6.49 2.95 5.22
H -5.02 3.09 6.21
C 3.09 -6.02 -9.86
C 2.20 -5.66 -8.68
C 3.20 -5.67 -7.53
O 4.46 -5.28 -8.07
C 4.39 -5.31 -9.50
H 2.69 -5.71 -10.82
H 3.25 -7.10 -9.89
H 1.79 -4.66 -8.81
H 1.37 -6.35 -8.53
H 3.30 -6.68 -7.10
H 2.92 -4.98 -6.73
H 4.38 -4.27 -9.86
H 5.27 -5.80 -9.91
C -11.06 5.89 2.25
C -11.89 6.11 3.50
C -10.84 5.97 4.59
O -9.60 6.42 4.04
C -9.75 6.57 2.62
H -11.51 6.31 1.35
H -10.90 4.83 2.08
H -12.30 7.12 3.51
H -12.71 5.40 3.61
H -10.71 4.92 4.89
H -11.07 6.55 5.48
H -9.78 7.64 2.39
H -8.89 6.12 2.11

Entry 2:
15
Properties=species:S:1:pos:R:3 method="wB97M-V/def2-TZVPD" e_lumo_ha="-0.01933 / -0.01935" homo_ev="-7.39 / -7.39" spin_multiplicity=1 total_energy_ha=-2936.07645
C -0.17 -1.34 -0.75
C 0.49 -1.26 0.51
C -0.88 1.00 -1.34
C 1.15 -0.17 0.96
C -0.67 -0.39 -1.55
C -1.93 2.13 0.58
N -1.25 1.59 -0.26
O 1.96 -0.28 2.04
Br -1.35 2.87 2.19
H -0.11 -2.42 -1.23
H 0.72 -2.08 1.12
H -0.63 1.63 -2.22
H 1.39 0.75 0.41
H 1.95 -1.23 2.14
H -0.69 -0.81 -2.59

Entry 3:
75
Properties=species:S:1:pos:R:3 method="wB97M-V/def2-TZVPD" e_lumo_ha="0.00486 / -0.00392" homo_ev="-5.91 / -7.78" spin_multiplicity=3 s2=2.040 total_energy_ha=-4483.42373
Ti -0.98 -0.24 -2.26
Cl -7.11 -3.97 -3.07
C -5.58 -3.26 -2.62
C -4.87 -3.82 -1.56
C -3.66 -3.24 -1.22
Cl -2.75 -3.91 0.11
C -3.14 -2.15 -1.89
O -1.96 -1.63 -1.51
C -3.87 -1.58 -2.98
C -3.44 -0.47 -3.74
O -2.31 0.19 -3.56
C -5.11 -2.17 -3.32
H -5.25 -4.67 -1.02
H -4.07 -0.11 -4.55
H -5.68 -1.76 -4.14
S 0.73 1.15 -3.69
C 1.20 -0.52 -3.85
C 2.19 -1.01 -4.72
C 2.48 -2.34 -4.74
C 1.78 -3.24 -3.91
C 0.80 -2.72 -3.11
N 0.53 -1.40 -3.08
H 2.71 -0.30 -5.35
H 3.25 -2.72 -5.40
H 1.97 -4.30 -3.91
H 0.18 -3.33 -2.46
C 0.75 2.24 1.07
P 0.21 0.88 -0.05
C -1.47 1.54 -0.50
C -1.46 2.71 -1.29
C -2.64 3.30 -1.70
C -3.86 2.73 -1.33
C -3.89 1.59 -0.56
C -2.70 0.99 -0.15
C -0.13 -0.46 1.14
C -0.92 -0.30 2.28
C -1.07 -1.35 3.18
C -0.42 -2.56 2.95
C 0.36 -2.72 1.82
C 0.50 -1.67 0.91
P 2.58 2.46 1.06
C 3.06 0.74 1.47
C 2.74 0.12 2.68
C 3.08 -1.20 2.90
C 3.76 -1.92 1.92
C 4.08 -1.31 0.72
C 3.74 0.02 0.50
C 2.84 3.30 2.66
C 1.89 4.18 3.18
C 2.13 4.89 4.35
C 3.33 4.73 5.02
C 4.29 3.86 4.51
C 4.05 3.16 3.34
H 0.37 2.03 2.07
H 0.31 3.17 0.71
H -0.51 3.14 -1.60
H -2.61 4.19 -2.31
H -4.79 3.19 -1.66
H -4.83 1.14 -0.27
H -2.74 0.08 0.45
H -1.43 0.64 2.48
H -1.69 -1.22 4.06
H -0.53 -3.37 3.65
H 0.86 -3.66 1.63
H 1.13 -1.80 0.04
H 2.21 0.67 3.45
H 2.82 -1.68 3.84
H 4.03 -2.95 2.09
H 4.61 -1.86 -0.05
H 3.99 0.49 -0.44
H 0.95 4.32 2.68
H 1.38 5.56 4.73
H 3.52 5.28 5.93
H 5.23 3.74 5.03
H 4.81 2.49 2.96

Entry 4:
11
Properties=species:S:1:pos:R:3 method="wB97M-V/def2-TZVPD" e_lumo_ha=0.03072 homo_ev=-7.82 spin_multiplicity=1 total_energy_ha=-173.14067
C -0.24 -1.14 -0.64
C -0.13 -0.12 0.45
C 0.16 1.30 0.02
N -0.36 -0.42 1.68
H -0.42 -2.11 -0.17
H 0.65 -1.13 -1.28
H -1.06 -0.88 -1.30
H 0.48 1.85 0.90
H 0.76 -0.45 1.48
H 0.93 1.37 -0.78
H -0.77 1.72 -0.36

Entry 5:
108
Properties=species:S:1:pos:R:3 method="wB97M-V/def2-TZVPD" e_lumo_ha=0.01432 homo_ev=-8.76 smiles="COC(=O)OC.COC(=O)OC.COC(=O)OC.COC(=O)OC.CNC(C)=O.CNC(C)=O.CNC(C)=O.CNC(C)=O.CNC(C)=O" spin_multiplicity=1 total_energy_ha=-2617.11899
C -5.12 0.59 2.04
O -4.42 -0.31 1.19
C -4.15 0.11 -0.03
O -4.08 1.27 -0.35
O -3.72 -0.90 -0.74
C -3.52 -0.72 -2.13
H -4.51 1.48 2.22
H -5.22 0.15 3.03
H -6.10 0.76 1.62
H -2.52 -0.38 -2.39
H -4.28 -0.06 -2.54
H -3.59 -1.71 -2.59
C 0.86 -1.07 0.66
O 0.78 0.33 0.81
C -0.10 0.97 0.06
O -0.72 0.50 -0.86
O -0.19 2.22 0.49
C -1.20 2.98 -0.16
H 1.40 -1.50 1.50
H 1.37 -1.38 -0.24
H -0.11 -1.57 0.61
H -1.04 3.14 -1.22
H -1.30 3.96 0.29
H -2.13 2.44 -0.01
C -5.83 -5.96 0.82
O -4.43 -5.76 0.87
C -4.01 -4.54 0.58
O -4.70 -3.57 0.45
O -2.69 -4.58 0.51
C -2.00 -3.39 0.17
H -6.06 -7.02 0.73
H -6.34 -5.41 0.03
H -6.25 -5.54 1.74
H -2.30 -3.07 -0.83
H -0.93 -3.57 0.16
H -2.32 -2.53 0.76
C 1.52 6.17 -0.80
O 0.12 6.02 -1.00
C -0.54 7.00 -1.55
O -0.07 8.01 -2.01
O -1.84 6.73 -1.54
C -2.72 7.67 -2.13
H 2.04 6.71 -1.58
H 1.95 5.17 -0.68
H 1.69 6.62 0.18
H -2.86 7.45 -3.19
H -2.41 8.70 -2.03
H -3.70 7.53 -1.67
C -2.98 6.70 1.47
N -1.74 7.01 2.17
C -1.06 6.13 2.93
C 0.14 6.67 3.68
O -1.42 4.98 3.12
H -3.76 6.41 2.17
H -2.81 5.87 0.79
H -3.25 7.60 0.93
H -1.35 7.92 2.04
H 0.93 5.93 3.61
H -0.11 6.91 4.71
H 0.57 7.57 3.23
C 0.96 -1.28 -2.78
N 1.93 -2.36 -2.94
C 1.98 -3.44 -2.13
C 3.01 -4.49 -2.50
O 1.23 -3.59 -1.17
H 0.63 -1.06 -3.80
H 1.40 -0.42 -2.29
H 0.04 -1.63 -2.33
H 2.69 -2.14 -3.56
H 3.91 -3.93 -2.75
H 2.63 -5.00 -3.39
H 3.21 -5.11 -1.64
C -1.71 1.79 -3.64
N -0.88 2.31 -4.73
C 0.35 1.81 -4.95
C 1.08 2.35 -6.19
O 0.89 0.96 -4.26
H -2.27 2.64 -3.25
H -1.09 1.26 -2.92
H -2.41 1.08 -4.09
H -1.24 2.90 -5.45
H 2.11 2.53 -5.93
H 0.55 3.22 -6.57
H 0.95 1.59 -6.96
C 2.25 -3.62 4.00
N 3.11 -4.05 5.07
C 4.33 -4.64 4.94
C 5.06 -4.96 6.20
O 4.84 -4.83 3.84
H 1.33 -4.20 3.93
H 2.74 -3.73 3.03
H 1.93 -2.58 4.13
H 2.73 -3.97 6.00
H 5.21 -4.04 6.78
H 5.96 -5.50 5.92
H 4.60 -5.69 6.87
C 4.41 -3.09 0.47
N 4.74 -4.37 1.03
C 5.43 -5.33 0.38
C 5.78 -6.59 1.17
O 5.74 -5.29 -0.81
H 4.98 -2.30 0.97
H 3.35 -2.86 0.62
H 4.54 -3.02 -0.60
H 4.67 -4.50 2.04
H 6.51 -6.39 1.95
H 6.11 -7.35 0.47
H 4.88 -6.91 1.70

Entry 6:
69
Properties=species:S:1:pos:R:3 method="wB97M-V/def2-TZVPD" e_lumo_ha="0.07596 / 0.07683" charge=-1 homo_ev="-4.68 / -5.66" spin_multiplicity=3 s2=2.010 total_energy_ha=-2748.33581
W 2.32 -14.21 8.20
O 5.36 -18.33 7.90
C 4.46 -17.25 7.51
C 5.26 -15.92 7.40
N 4.36 -14.75 7.04
C 3.92 -15.05 5.61
C 2.55 -15.69 5.61
O 2.19 -16.50 4.75
O 1.78 -15.32 6.61
C 5.09 -13.47 7.20
C 4.19 -12.30 6.91
O 4.68 -11.30 6.37
O 2.95 -12.53 7.20
H 5.17 -18.64 8.78
H 3.52 -17.23 8.07
H 4.17 -17.54 6.44
H 5.91 -16.02 6.51
H 5.82 -15.65 8.31
H 4.63 -15.63 5.04
H 3.93 -14.10 5.14
H 6.04 -13.48 6.67
H 5.20 -13.37 8.28
O 3.48 -15.59 9.43
N 3.57 -15.46 10.75
C 3.75 -16.61 11.42
C 3.85 -16.70 12.79
C 3.64 -15.52 13.55
C 3.49 -14.37 12.80
C 3.37 -14.26 11.40
S 3.09 -12.97 10.41
H 3.85 -17.41 10.79
H 3.95 -17.68 13.16
H 3.63 -15.49 14.64
H 3.49 -13.39 13.23
I 0.74 -17.59 9.00
C 0.72 -15.45 9.16
H 0.39 -15.42 10.22
H -0.22 -15.14 8.63
C 0.48 -10.35 8.33
C -0.93 -10.89 8.20
C -1.43 -11.70 9.37
C -1.97 -9.86 8.08
O -1.05 -11.59 6.92
P -0.60 -13.16 6.90
O -1.74 -14.05 7.20
O 0.64 -13.09 7.86
O -0.02 -13.43 5.44
C -0.75 -13.73 4.21
C 0.24 -13.67 3.05
C -1.32 -15.14 4.06
C -1.84 -12.75 3.98
H 0.44 -9.33 8.76
H 0.91 -10.43 7.34
H 1.05 -10.96 9.06
H -1.69 -10.97 10.12
H -0.73 -12.42 9.64
H -2.33 -12.23 9.11
H -1.92 -8.98 8.78
H -2.96 -10.22 8.18
H -1.91 -9.29 7.09
H 1.09 -14.34 3.27
H 0.56 -12.63 2.97
H -0.19 -13.90 2.10
H -0.52 -15.82 4.43
H -1.52 -15.50 3.01
H -2.29 -15.29 4.48
H -1.54 -11.73 3.94
H -2.58 -12.73 4.84
H -2.35 -12.97 3.07

Entry 7:
18
Properties=species:S:1:pos:R:3 method="wB97M-V/def2-TZVPD" e_lumo_ha="-0.13180 / -0.25435" charge=+1 homo_ev="-9.99 / -13.15" spin_multiplicity=3 s2=2.016 total_energy_ha=-626.01322
C -2.00 0.05 -1.54
C 1.54 -0.17 1.92
C 1.27 -0.24 0.51
N -2.27 -1.23 -1.74
N -1.25 0.41 -0.50
N -0.75 -0.49 0.36
P 1.59 1.15 -0.71
H -2.39 0.85 -2.17
H 2.15 0.70 2.29
H 2.17 -1.07 2.35
H 0.53 -0.13 2.47
H 1.54 -1.11 -0.03
H -2.91 -1.29 -2.58
H -0.99 1.48 -0.35
H -1.82 -2.05 -1.21
H -0.74 -0.26 1.36
H 1.41 2.30 -0.07
H 2.91 1.10 -0.36